18
Properties=species:S:1:pos:R:3:nbo_charge:R:1 method="wB97M-V/def2-TZVPD" homo_energy_ev=-9.57 e_lumo_ev=-0.2 homo_lumo_gap_ev=9.4
O -0.29 1.23 2.35 -0.36
O -0.50 1.48 -0.97 -0.51
O 1.78 1.32 1.78 -0.35
N 0.64 0.93 1.62 0.51
C 0.29 -2.10 -1.37 -0.20
C 1.03 -1.41 0.82 -0.16
C 0.89 -2.35 -0.05 -0.25
C -0.17 -0.82 -1.55 -0.21
C 0.51 -0.02 0.61 -0.01
C -1.28 2.26 -0.11 -0.24
C -0.05 0.22 -0.60 0.28
H -0.71 -0.49 -2.75 0.24
H 1.21 -3.34 0.34 0.23
H -2.02 1.63 0.47 0.20
H 1.37 -1.56 1.91 0.23
H 0.01 -2.96 -2.06 0.24
H -1.92 3.03 -0.95 0.18
H -0.79 2.93 0.52 0.18

---

14
Properties=species:S:1:pos:R:3:nbo_charge:R:1 method="wB97M-V/def2-TZVPD" charge=+1 homo_energy_ev=-14.99 e_lumo_ev=-4.8 homo_lumo_gap_ev=10.2
Br -2.92 0.26 0.09 0.25
N 0.23 0.43 -0.09 -0.62
N -0.60 -2.14 0.93 -0.59
C -1.14 -1.96 -0.17 0.06
C -1.42 -0.53 -0.66 -0.13
C 0.05 1.78 0.40 -0.48
H 0.92 0.20 -0.76 0.42
H -1.34 -0.22 -1.69 0.25
H 0.02 2.74 -0.26 0.26
H -0.90 1.83 0.89 0.23
H -0.54 -3.07 1.34 0.41
H -1.57 -2.86 -0.70 0.23
H 0.68 2.04 1.24 0.25
H 0.18 -0.35 0.70 0.47

---

11
Properties=species:S:1:pos:R:3:nbo_charge:R:1 method="wB97M-V/def2-TZVPD" homo_energy_ev=-9.21 e_lumo_ev=1.2 homo_lumo_gap_ev=10.4
O 0.74 0.78 -1.06 -0.51
C 1.25 -0.07 -0.01 -0.08
C -1.10 -0.50 -0.15 -0.44
C -0.03 0.04 0.78 -0.29
C -0.52 0.85 -0.38 0.09
H -2.09 -0.52 0.27 0.22
H -1.08 1.79 -0.45 0.21
H -0.19 0.16 1.85 0.23
H 1.58 -1.21 -0.30 0.14
H -0.85 -1.31 -0.83 0.22
H 2.29 -0.02 0.27 0.21

---

122
Properties=species:S:1:pos:R:3:mulliken_charge:R:1 method="wB97M-V/def2-TZVPD" charge=+6 homo_energy_ev=-19.57 e_lumo_ev=-10.7 homo_lumo_gap_ev=8.9
S -4.56 -2.54 -1.94 1.04
S 1.97 0.74 0.45 1.01
S -3.82 -4.17 0.38 1.07
S -0.32 -0.33 -0.55 0.76
F -4.88 -5.18 0.61 -0.17
F -0.26 -1.84 -1.10 -0.40
F 3.42 -0.28 0.83 -0.51
F -5.92 -2.06 -2.15 -0.19
O -2.45 -3.55 -6.38 -0.42
O -4.37 -3.67 -2.76 -0.64
O -1.16 0.25 -1.54 -0.47
O 2.59 -3.60 2.25 -0.39
O -3.04 -4.66 -0.68 -0.58
O 5.92 2.50 2.25 -0.41
O -3.30 -3.62 1.54 -0.52
O 1.43 0.78 1.80 -0.45
O 2.75 1.87 0.03 -0.56
O -2.90 3.67 2.76 -0.39
O -0.88 -0.59 0.75 -0.34
O 1.55 2.06 -4.90 -0.37
O -3.62 -1.50 -1.98 -0.42
O -1.34 -1.23 5.96 -0.40
O 4.80 4.11 -2.47 -0.28
O -6.15 -1.84 3.22 -0.47
N 7.04 3.26 -2.55 -0.19
N 6.69 3.28 4.24 -0.29
N 1.27 -0.01 -0.64 -0.14
N -2.38 -5.78 -5.77 -0.25
N -0.29 2.45 -6.25 -0.10
N -4.05 5.15 1.41 -0.17
N -6.63 -1.74 1.00 -0.48
N 1.84 -3.71 -0.01 0.19
N -1.01 0.12 7.81 -0.21
N -4.78 -3.08 -0.36 0.07
C 1.25 2.65 -5.89 0.61
C -2.18 3.59 0.49 -1.11
C 5.92 2.24 3.38 0.53
C 6.47 5.71 -3.09 -1.18
C -2.96 4.08 1.68 0.60
C 0.47 0.15 8.27 -0.77
C -2.40 -6.21 -7.23 -0.78
C 5.88 4.41 -2.67 0.62
C 1.74 -5.05 -0.66 -0.94
C -4.51 -0.67 1.96 -0.60
C 1.63 -3.81 1.64 0.65
C -7.75 -2.73 1.19 -0.92
C 6.54 1.93 -2.10 -0.87
C -0.93 1.03 5.31 -0.84
C -1.03 1.38 -5.56 -1.01
C -2.11 -4.24 -5.48 0.70
C -5.07 5.31 2.49 -0.81
C -5.83 -1.40 2.20 0.43
C 7.89 2.67 5.04 -0.80
C 5.25 1.09 4.17 -0.80
C -1.11 -0.11 6.23 0.44
C 2.09 3.47 -6.77 -1.13
C 0.25 -4.25 2.04 -0.68
C -1.63 -3.92 -4.16 -0.66
H -0.51 0.44 -5.51 0.38
H 7.50 3.12 -3.43 0.40
H -2.32 -3.91 -3.33 0.15
H -1.80 1.65 5.43 0.34
H -0.39 2.35 -7.25 0.43
H -5.47 4.35 2.85 0.32
H 0.86 -0.85 8.05 0.35
H -5.88 5.88 2.07 0.38
H 1.92 -5.12 -1.72 0.39
H -1.50 0.99 8.11 0.40
H 6.33 1.91 -1.04 0.27
H -2.98 -5.46 -7.75 0.34
H -1.90 4.48 -0.09 0.45
H 7.21 1.13 -2.35 0.38
H 5.86 6.55 -3.40 0.36
H -2.78 3.02 -0.19 0.38
H 0.05 -3.77 3.01 0.29
H 0.80 -5.57 -0.50 0.37
H -3.30 -5.97 -5.39 0.36
H 7.59 1.74 5.46 0.36
H 1.17 -3.07 -0.41 -0.05
H 4.18 1.10 3.94 0.21
H -1.33 1.63 -4.56 0.31
H -4.51 4.99 0.52 0.42
H -3.72 -1.42 2.12 0.03
H 0.48 0.32 9.37 0.36
H -0.05 1.65 5.52 0.40
H -4.54 -0.47 0.88 0.14
H 8.11 3.42 5.79 0.38
H 5.54 1.77 -2.47 0.35
H -1.21 -2.88 -4.13 0.12
H -1.52 -0.60 8.25 0.38
H -6.89 -0.96 0.40 0.32
H 6.96 4.14 3.75 0.36
H 2.74 -3.28 -0.22 0.42
H -1.36 2.94 0.75 0.21
H 7.22 5.46 -3.84 0.39
H -0.45 -3.96 1.24 0.05
H -8.53 -2.20 1.69 0.37
H -0.72 3.34 -6.08 0.40
H -1.73 -6.33 -5.21 0.41
H 5.65 0.12 3.94 0.32
H -4.61 5.81 3.33 0.33
H 0.21 -5.32 2.23 0.42
H 6.11 3.61 5.02 0.40
H 2.50 -5.70 -0.28 0.42
H -7.41 -3.58 1.74 0.33
H -0.93 -4.71 -3.98 0.38
H -3.62 6.06 1.29 0.38
H 3.08 3.50 -6.30 0.26
H 2.06 3.10 -7.79 0.40
H -2.81 -7.22 -7.29 0.36
H 5.48 1.26 5.22 0.38
H -0.83 0.63 4.33 0.22
H -1.34 -6.16 -7.55 0.34
H -5.58 -2.50 0.26 0.21
H -8.01 -3.05 0.18 0.34
H 7.00 6.09 -2.23 0.36
H -1.99 1.27 -6.04 0.43
H 8.69 2.60 4.33 0.35
H 1.66 4.47 -6.89 0.40
H 1.06 0.86 7.72 0.31
H -4.32 0.18 2.58 0.57
H 7.76 3.53 -1.88 0.39

---

19
Properties=species:S:1:pos:R:3:nbo_charge:R:1 method="wB97M-V/def2-TZVPD" charge=+2 homo_energy_ev="-18.06 / -18.06" e_lumo_ev="-10.0 / -10.0" homo_lumo_gap_ev="8.1 / 8.1"
N -1.91 -1.23 -0.07 -0.51
N 0.79 -0.78 -0.48 -0.03
N -0.88 0.97 -0.69 -0.54
N -2.52 -0.07 0.40 -0.36
N 4.03 0.33 -0.16 -0.65
N 1.70 -0.06 -0.01 -0.10
C 2.91 -0.07 0.50 0.35
C -1.65 0.94 0.70 -0.07
C -0.33 -0.18 -1.10 0.24
H -1.32 1.41 -1.46 0.43
H 4.83 0.32 0.44 0.44
H -1.45 -1.82 0.67 0.42
H 3.05 -0.29 1.61 0.29
H -0.45 -0.76 -1.97 0.28
H -3.40 0.07 -0.08 0.43
H -1.00 0.94 1.56 0.25
H -2.24 1.85 0.85 0.28
H -2.65 -1.72 -0.42 0.41
H 4.31 0.50 -1.09 0.46

---

24
Properties=species:S:1:pos:R:3:nbo_charge:R:1 method="wB97M-V/def2-TZVPD" homo_energy_ev=-7.58 e_lumo_ev=1.0 homo_lumo_gap_ev=8.6
N -1.34 0.37 -0.66 -0.47
C 1.76 1.43 0.65 -0.60
C -0.83 -1.71 0.58 -0.40
C 1.35 0.07 -0.02 0.04
C -0.04 -0.13 -0.66 -0.03
C 2.53 -0.76 -0.61 -0.60
C -2.07 -0.77 0.07 -0.22
C -1.63 1.81 -0.23 -0.43
C 0.25 -0.66 0.80 -0.33
H 2.28 2.12 0.07 0.22
H 2.91 -0.24 -1.43 0.21
H -2.60 -0.32 0.84 0.19
H -1.13 -2.19 1.48 0.20
H -1.30 2.36 -1.17 0.22
H 2.33 1.23 1.57 0.21
H -0.19 0.14 1.39 0.18
H -0.06 -0.87 -1.50 0.19
H -1.01 2.08 0.76 0.16
H -2.67 -1.36 -0.68 0.20
H -2.76 1.93 0.09 0.21
H 2.10 -1.68 -1.18 0.21
H -0.64 -2.51 -0.17 0.21
H 0.83 1.91 1.07 0.21
H 3.32 -0.96 0.03 0.22

---

13
Properties=species:S:1:pos:R:3:nbo_charge:R:1 method="wB97M-V/def2-TZVPD" homo_energy_ev=-10.97 e_lumo_ev=-0.5 homo_lumo_gap_ev=10.5
Cl -3.87 1.09 -0.77 0.04
Cl -1.60 2.20 1.43 -0.02
Cl -4.45 -1.19 1.95 -0.24
O -1.70 -0.10 -1.36 -0.45
O -1.43 -0.37 1.68 -0.43
C 1.36 0.66 -0.76 -0.87
C -1.79 0.51 1.01 0.46
C -2.33 0.42 -0.50 0.41
H -4.87 -0.38 2.71 0.24
H 1.43 1.74 -1.21 0.21
H 1.93 0.04 -1.52 0.23
H 0.24 0.47 -0.73 0.21
H 1.74 0.66 0.27 0.22

---

16
Properties=species:S:1:pos:R:3:nbo_charge:R:1 method="wB97M-V/def2-TZVPD" homo_energy_ev=-9.02 e_lumo_ev=0.5 homo_lumo_gap_ev=9.5
N 3.80 -0.46 0.63 -0.53
N -0.22 -0.25 0.14 -0.47
N 4.51 0.23 0.00 0.25
N 5.37 0.74 -0.49 -0.09
C 0.38 -2.48 -0.03 -0.38
C -0.53 -1.49 -0.32 -0.06
C -0.96 0.78 -0.19 0.15
C -0.47 2.17 0.30 -0.67
H 1.34 -2.31 0.55 0.20
H -1.40 -1.63 -0.91 0.18
H 2.87 -0.26 0.33 0.37
H 0.26 -3.59 -0.17 0.20
H 0.59 2.11 0.25 0.23
H -1.92 0.85 -0.69 0.16
H -0.77 2.12 1.36 0.24
H -1.02 2.91 -0.33 0.22

---

16
Properties=species:S:1:pos:R:3:mulliken_spin:R:1 method="wB97M-V/def2-TZVPD" multiplicity=5 charge=+2 homo_energy_ev="-17.23 / -16.63" s_squared=6.0081 e_lumo_ev="-11.7 / -13.1" homo_lumo_gap_ev="5.6 / 3.5"
Ir -0.28 -4.19 -0.82 2.76
F -1.79 0.13 1.08 0.00
O -1.81 -3.10 -1.32 0.15
O 1.04 1.65 1.32 0.87
O -1.81 -0.88 -0.91 0.00
O -0.14 -2.16 -0.29 0.05
C 1.47 2.68 0.53 -0.01
C 0.26 -0.75 0.23 0.02
C -1.30 -2.06 -0.91 0.01
C -1.04 0.00 -0.04 0.00
H 0.45 -0.91 1.29 0.00
H 1.07 -0.45 -0.44 0.00
H -0.93 0.97 -0.54 0.00
H 2.57 2.69 0.36 0.09
H 1.02 2.68 -0.50 0.00
H 1.23 3.69 0.95 0.06

---

121
Properties=species:S:1:pos:R:3:mulliken_spin:R:1 method="wB97M-V/def2-TZVPD" multiplicity=3 charge=-2 homo_energy_ev="-1.56 / -2.51" s_squared=2.1058 e_lumo_ev="3.5 / 3.5" homo_lumo_gap_ev="5.1 / 6.0"
Mo 0.18 -0.06 -0.20 2.59
Ge 1.49 2.31 -2.32 0.07
S 0.21 2.00 2.64 0.00
P -2.00 -0.58 1.62 -0.02
Si -0.23 -2.32 -1.45 -0.10
O 2.53 -1.16 0.58 0.00
O 0.81 -0.99 1.96 0.04
O 6.65 -3.21 2.49 0.00
O -0.19 1.62 1.28 -0.03
O 1.60 1.80 2.94 0.00
O -0.32 3.31 2.99 0.00
O 6.89 -3.34 4.61 0.00
N 6.23 -3.07 3.62 0.00
C -3.47 2.30 -2.82 0.03
C -3.83 -2.78 1.91 0.00
C -2.51 -2.32 1.87 -0.01
C 5.61 2.04 -3.49 0.00
C -1.86 0.52 -2.60 -0.03
C -0.68 0.89 3.74 0.00
C 4.44 -2.30 5.11 0.00
C 1.01 5.81 0.88 0.00
C -2.09 2.10 -0.85 0.06
C -0.99 0.38 6.08 0.00
C -5.90 1.70 0.72 0.00
C -0.29 3.68 -4.32 0.00
C 1.52 -4.19 0.06 -0.03
C -1.43 0.95 -1.32 -0.04
C -1.08 2.62 -6.33 0.00
C 3.54 3.85 -3.77 0.00
C 4.15 -2.14 2.69 0.00
C -4.29 0.00 0.19 0.00
C 3.30 2.66 -3.08 0.00
C 0.08 4.57 -0.96 0.00
C -2.85 1.17 -3.33 -0.01
C 2.28 4.07 -0.18 -0.01
C 4.78 4.14 -4.31 0.00
C -0.39 1.11 5.08 0.00
C -1.72 -4.59 2.08 0.00
C 1.90 -5.43 0.56 0.00
C 2.03 -1.22 1.71 -0.03
C 0.57 -2.42 -3.19 0.03
C 2.17 5.05 0.79 -0.01
C -3.03 -5.05 2.09 0.00
C -4.04 1.30 2.20 0.00
C 2.89 -1.60 2.89 -0.01
C 4.89 -2.48 3.81 0.00
C -2.20 -0.83 4.41 0.00
C -3.07 2.76 -1.57 -0.01
C -0.32 -5.19 -1.04 0.00
C -4.08 -4.14 2.01 0.00
C 3.18 -1.75 5.29 0.00
C -1.01 3.73 -5.50 0.00
C 0.05 -6.44 -0.56 0.00
C 1.46 0.58 -1.49 -0.57
C -0.42 1.45 -5.96 -0.01
C -1.59 -0.11 3.38 0.02
C 0.39 -4.02 -0.74 -0.03
C 0.37 2.52 -3.93 0.01
C 5.82 3.23 -4.18 0.00
C -1.91 -0.60 5.74 0.00
C -0.03 5.56 0.00 0.00
C -5.20 2.00 1.87 0.00
C 0.29 1.41 -4.78 -0.01
C 4.36 1.77 -2.95 0.00
C -1.47 -3.23 1.97 0.02
C 2.41 -1.41 4.19 0.00
C -3.58 0.29 1.36 -0.02
C -5.44 0.69 -0.12 0.00
C 1.24 3.80 -1.07 0.01
C -2.08 -2.73 -1.77 0.01
C 1.16 -6.56 0.26 0.00
H -0.89 -5.28 2.11 0.00
H -3.91 -0.75 -0.49 0.00
H -5.53 2.80 2.52 0.00
H 3.19 3.47 -0.22 0.00
H -1.53 4.64 -5.77 0.00
H 0.33 1.88 5.32 0.00
H -0.74 0.57 7.12 0.00
H -6.79 2.25 0.46 0.00
H -3.23 -6.11 2.15 0.00
H -0.45 -2.86 1.94 -0.02
H -2.21 -3.41 -2.62 0.00
H 6.42 1.33 -3.38 0.00
H -1.37 -0.33 -3.06 -0.01
H 2.13 -3.32 0.29 0.01
H 2.97 5.21 1.49 0.00
H 2.80 -1.58 6.29 0.00
H -2.40 -1.20 6.50 0.00
H 1.45 -7.53 0.66 0.00
H 4.94 5.07 -4.85 0.00
H -3.49 1.56 3.09 0.00
H -1.65 2.66 -7.25 0.00
H 2.78 -5.50 1.19 0.00
H -2.91 -1.61 4.15 0.00
H -0.54 -7.31 -0.82 0.00
H -4.23 2.82 -3.39 0.00
H 2.73 4.57 -3.89 0.00
H -4.65 -2.08 1.84 0.00
H -5.96 0.47 -1.05 0.00
H 2.36 -0.01 -1.65 0.09
H 0.90 6.56 1.65 0.00
H -2.65 -1.83 -2.00 0.00
H 5.07 -2.58 5.94 0.00
H -0.76 4.36 -1.60 0.00
H -0.96 6.13 0.08 0.00
H 0.24 -1.59 -3.83 0.00
H -2.53 -3.20 -0.89 0.00
H -0.25 4.56 -3.69 0.00
H -3.53 3.65 -1.15 0.00
H 4.53 -2.27 1.69 0.00
H -0.48 0.57 -6.59 0.00
H -1.20 -5.13 -1.67 0.00
H 6.80 3.45 -4.60 0.00
H -3.11 0.80 -4.31 0.00
H 4.21 0.84 -2.41 0.01
H 0.32 -3.36 -3.70 0.00
H -1.81 2.50 0.12 -0.02
H -5.10 -4.50 2.02 0.00
H 1.65 -2.35 -3.10 0.00
H 0.78 0.48 -4.48 0.00
H 1.42 -0.98 4.30 0.00

---

40
Properties=species:S:1:pos:R:3:nbo_charge:R:1 method="wB97M-V/def2-TZVPD" charge=-1 homo_energy_ev=-2.94 e_lumo_ev=2.3 homo_lumo_gap_ev=5.2
Au -0.93 0.94 1.75 0.82
S 2.16 2.13 0.75 2.25
O 2.90 0.97 1.25 -1.01
O -0.88 2.82 1.73 -0.50
O -2.53 2.46 1.83 -1.00
O 3.00 3.28 0.39 -1.02
O -2.38 4.78 1.84 -0.59
N 0.83 2.48 1.63 -1.01
N -0.91 -1.07 1.77 -0.50
C -0.93 -3.87 1.79 0.04
C 0.71 0.64 -3.36 -0.04
C 1.70 2.36 -1.98 -0.23
C -2.06 -1.77 1.74 0.07
C 0.61 -0.18 -2.23 -0.22
C 0.01 3.82 1.19 -0.08
C 1.26 1.90 -3.23 -0.22
C 0.27 -3.16 1.82 -0.26
C 0.23 0.13 -4.69 -0.62
C 0.23 -1.78 1.81 0.06
C -0.92 -5.38 1.81 -0.64
C 1.58 1.55 -0.87 -0.22
C -2.11 -3.15 1.75 -0.27
C 1.04 0.27 -0.99 -0.21
C -1.82 3.73 1.67 0.95
H 0.02 3.98 0.11 0.18
H -0.44 -5.75 2.71 0.23
H 1.22 -3.67 1.85 0.22
H 1.34 2.56 -4.08 0.20
H 0.84 -0.70 -5.03 0.21
H -1.93 -5.78 1.78 0.21
H 0.18 -1.17 -2.30 0.19
H -2.96 -1.18 1.71 0.23
H -0.81 -0.20 -4.62 0.21
H 0.28 0.91 -5.45 0.21
H 1.14 -1.19 1.83 0.25
H 2.11 3.36 -1.87 0.24
H -3.07 -3.65 1.73 0.22
H -0.38 -5.76 0.94 0.23
H 0.48 4.68 1.67 0.22
H 0.95 -0.34 -0.11 0.21

---

Electronic energy for every record listed, in sequence, given in eV: -14999.043, -76254.037, -6289.407, -127732.197, -12191.752, -10024.253, -44853.422, -10234.198, -17963.970, -163153.866, -43549.039.
ΔE to the lowest compared entry with this formula, charge and spin for every record listed, in sequence, given in kcal per mole: 151.1, 75.5, 57.9, 0.0, 65.2, 118.1, 6.1, 93.3, 46.2, 0.0, 280.8.
Max |F| for every record listed, in sequence, given in eV/Å: 8.00, 5.02, 3.94, 7.48, 4.52, 4.39, 3.77, 4.53, 5.05, 0.58, 17.98.